(1)
Below is 2 unconnected molecules or ions with the total composition C8H14FNO2S, with properties calculated with ωB97M-V/def2-TZVPD.

## Properties
M = 207.27 g mol⁻¹
LUMO (spin up / spin down) = 0.28 / -0.94 eV
Kohn-Sham gap (spin up / spin down) = 8.627 / 6.733 eV
E_tot = -27655.96386 eV
F_max = 3.8 eV/A
Energy relative to the best compared isomer or geometry (same formula, charge and spin) = 2.942 eV

```
! wB97M-V def2-TZVPD RIJCOSX def2/J DEFGRID3
* xyz 0 1
C 0.9803 -1.1352 -0.0491
C 4.6171 1.0302 -1.2453
C 3.3708 1.2050 -0.2224
C 4.3892 0.2848 -0.0051
C -1.7712 -1.5115 -0.8902
C -2.2635 -0.6639 1.3855
C -1.1839 0.9441 -0.2641
C -1.2929 -0.5546 0.2584
N 1.8947 -1.9950 0.5248
O 1.2324 -0.5229 -1.0903
O -0.0490 -1.0109 0.7425
F 5.1477 0.2471 1.0423
S 3.2444 -2.4301 -0.2480
H 4.2759 0.7272 -2.2561
H 5.5276 1.6692 -1.1710
H 3.3131 2.2332 0.2743
H 2.4807 0.7654 -0.5664
H -1.6533 -2.5787 -0.6985
H -2.7976 -1.1316 -1.2137
H -1.0911 -1.3506 -1.8338
H -3.3107 -0.3012 1.0171
H -2.1262 0.0220 2.2847
H -2.4255 -1.7016 1.8199
H -0.7692 1.4673 0.5467
H -0.6586 0.7580 -1.1531
H -2.1077 1.3625 -0.4537
H 1.6388 -1.9775 1.4765
*
```

***

(2)
Below is 2 unconnected molecules or ions with the total composition C8H14IN, with properties calculated with ωB97M-V/def2-TZVPD.

## Properties
M = 251.11 g mol⁻¹
LUMO = 0.84 eV
Kohn-Sham gap = 9.170 eV
SMILES string = C=C(N)CC1(CC)C=C1.I
E_tot = -18111.03200 eV
F_max = 1.6 eV/A
Energy relative to the best compared isomer or geometry (same formula, charge and spin) = 0.000 eV

```
! wB97M-V def2-TZVPD RIJCOSX def2/J DEFGRID3
* xyz 0 1
C 1.5480 2.2025 0.7174
C 0.5155 1.7177 0.0114
N 0.4993 1.7002 -1.3595
C -0.6888 1.0741 0.6732
C -1.0717 -0.3283 0.1743
C 0.1124 -1.2862 0.1490
C -0.2844 -2.7149 -0.1919
C -2.2153 -0.5081 -0.7765
C -2.4596 -0.8632 0.4532
H 1.5485 2.1737 1.7909
H 2.3153 2.7962 0.2454
H -0.3860 1.5591 -1.8131
H 1.1527 2.2959 -1.8409
H -1.5452 1.7400 0.5188
H -0.5034 1.0267 1.7489
H 0.8393 -0.9332 -0.5866
H 0.5966 -1.2656 1.1296
H -1.0026 -3.0992 0.5313
H 0.5905 -3.3604 -0.1853
H -0.7405 -2.7592 -1.1785
H -2.5536 -0.4196 -1.7807
H -3.1277 -1.2341 1.1906
I 4.0110 -0.2812 -0.0035
H 2.8499 0.7671 0.3823
*
```

***

(3)
Below is a gas-phase ion, C8H14N (charge +1), with properties calculated with ωB97M-V/def2-TZVPD.

## Properties
M = 124.21 g mol⁻¹
LUMO (spin up / spin down) = -6.17 / -6.55 eV
Kohn-Sham gap (spin up / spin down) = 7.199 / 6.132 eV
E_tot = -10001.21697 eV
F_max = 5.1 eV/A
Energy relative to the best compared isomer or geometry (same formula, charge and spin) = 3.862 eV

```
! wB97M-V def2-TZVPD RIJCOSX def2/J DEFGRID3
* xyz 1 1
C 1.5363 0.8610 0.6251
C 0.2675 1.1176 0.8831
C 2.2193 0.2031 -0.4144
C 3.0588 -0.6534 -0.8858
C -0.8584 0.5414 -0.1194
C -0.8022 1.0408 -1.5164
C -2.1652 0.6566 0.4615
C -0.5159 -1.7689 0.9257
N -0.3922 -0.8450 -0.1994
H 2.2812 1.4883 1.1874
H -0.0003 1.3849 1.8272
H 3.2916 -0.8418 -1.8421
H 3.5660 -1.3351 -0.1566
H -1.4550 0.4080 -2.2495
H 0.2218 0.9992 -1.9316
H -1.1707 1.9802 -1.5270
H -2.5124 1.6150 0.6205
H -2.1933 0.2244 1.4992
H -2.9565 0.0775 -0.0278
H -0.5763 -1.2658 1.8861
H -1.4696 -2.4369 0.9400
H 0.2313 -2.4510 0.8489
H 0.3943 -1.0002 -0.8347
*
```

***

(4)
Below is 2 unconnected molecules or ions with the total composition C8H14N, with properties calculated with ωB97M-V/def2-TZVPD.

## Properties
M = 124.21 g mol⁻¹
LUMO = -5.20 eV
Kohn-Sham gap = 8.322 eV
E_tot = -10002.54973 eV
F_max = 5.0 eV/A
Energy relative to the best compared isomer or geometry (same formula, charge and spin) = 2.529 eV

```
! wB97M-V def2-TZVPD RIJCOSX def2/J DEFGRID3
* xyz 1 1
C -1.0409 -0.8305 -0.8519
C 0.2125 -1.3562 -0.2977
C -1.9943 -0.2736 -0.1179
C 1.1395 1.1551 0.3115
C 2.0358 0.4520 -0.0323
C -3.0650 0.6298 -0.5423
C 0.1507 1.9068 0.9972
C 3.1788 -0.2482 -0.6511
N 0.3737 -1.9412 0.9340
H -1.1305 -0.9534 -1.9495
H 0.7801 -1.8610 -0.9748
H -3.0494 0.8311 -1.5771
H -2.8560 1.6009 -0.2094
H -4.0460 0.1300 -0.3162
H -0.6423 2.2585 0.4848
H 0.5504 2.8617 1.4653
H -0.2122 1.4066 1.8504
H 3.2607 -1.3230 -0.3701
H 4.0268 0.2121 -0.3175
H 3.0696 -0.1076 -1.6841
H 0.0572 -1.5023 1.7970
H -1.7378 -0.2955 0.9968
H 0.9385 -2.7520 1.0549
*
```

***

(5)
Below is 2 unconnected molecules or ions with the total composition C8H14N2, with properties calculated with ωB97M-V/def2-TZVPD.

## Properties
M = 138.21 g mol⁻¹
LUMO = 0.81 eV
Kohn-Sham gap = 12.092 eV
SMILES string = CCCC#N.CCCC#N
E_tot = -11502.09678 eV
F_max = 2.5 eV/A
Energy relative to the best compared isomer or geometry (same formula, charge and spin) = 1.384 eV

```
! wB97M-V def2-TZVPD RIJCOSX def2/J DEFGRID3
* xyz 0 1
C -2.6022 -4.8099 -1.9627
C -2.8814 -3.5499 -1.0020
C -3.7173 -3.8412 0.2712
C -3.4055 -5.1656 0.7934
N -3.1961 -6.2305 1.2142
H -3.4825 -5.4474 -2.0454
H -1.7789 -5.4057 -1.5687
H -2.2750 -4.3935 -2.9153
H -3.3030 -2.7843 -1.6533
H -1.8555 -3.3359 -0.7021
H -4.7883 -3.9360 0.0920
H -3.6069 -3.1849 1.1345
C 3.7324 5.3610 1.5050
C 3.8897 4.1712 0.4661
C 2.5075 3.8399 -0.2359
C 1.4746 3.3103 0.7056
N 0.7024 2.8806 1.4718
H 3.1862 6.2088 1.0914
H 4.7610 5.5866 1.7864
H 3.2180 5.0651 2.4193
H 4.2673 3.3488 1.0737
H 4.6014 4.4775 -0.3006
H 2.5599 3.1057 -1.0399
H 1.9923 4.7292 -0.5988
*
```

***

(6)
Below is a single C8H14N2O molecule, with properties calculated with ωB97M-V/def2-TZVPD.

## Properties
M = 154.21 g mol⁻¹
LUMO = 0.77 eV
Kohn-Sham gap = 9.016 eV
SMILES string = COc1cncn1C(C)(C)C
E_tot = -13548.37626 eV
F_max = 5.2 eV/A
Energy relative to the best compared isomer or geometry (same formula, charge and spin) = 2.288 eV

```
! wB97M-V def2-TZVPD RIJCOSX def2/J DEFGRID3
* xyz 0 1
C 1.9669 -2.0028 -1.5089
O 0.9523 -1.1143 -1.3030
C 1.3281 -0.1308 -0.4082
C 2.5444 0.4323 0.0466
N 2.3199 1.3585 1.0389
C 1.0341 1.4829 1.1982
N 0.3153 0.5388 0.5369
C -1.1088 0.3594 0.2894
C -1.8587 1.0834 1.4561
C -1.4710 -1.1187 0.4576
C -1.4481 0.8896 -1.0968
H 1.6135 -2.8437 -2.1880
H 2.2209 -2.3018 -0.5599
H 2.8131 -1.3687 -2.0544
H 3.4831 0.2329 -0.3161
H 0.5399 1.9681 2.0082
H -1.9015 2.1559 1.2231
H -2.8672 0.6735 1.5351
H -1.2445 0.9120 2.4315
H -1.0126 -1.9883 -0.1826
H -1.2082 -1.3929 1.4096
H -2.5273 -0.9480 0.3266
H -1.1073 0.2250 -1.8307
H -2.5431 1.0555 -1.2960
H -0.8331 1.8422 -1.2130
*
```